Record 1
Entry from OMol25: 9 unconnected molecules or ions with the total composition H18O9 at a distorted geometry (ωB97M-V/def2-TZVPD).

Geometry as XYZ:
```
27
Properties=species:S:1:pos:R:3:lowdin_charge:R:1
O -1.64 22.15 14.22 -0.105
H -1.12 22.85 14.60 0.051
H -1.54 22.25 13.28 -0.039
O 0.16 17.76 10.97 -0.075
H -0.48 18.45 11.19 -0.035
H 0.86 18.23 10.52 0.028
O 0.86 17.49 13.36 -0.097
H 0.98 18.34 12.94 0.000
H 0.87 17.67 14.30 -0.029
O -1.16 22.25 11.69 -0.045
H -1.65 22.12 10.87 0.054
H -0.25 22.11 11.45 0.063
O 1.01 18.13 16.24 -0.119
H 0.16 18.39 15.86 -0.036
H 0.78 17.71 17.07 0.016
O -2.05 19.20 10.99 -0.082
H -1.69 19.34 11.86 -0.034
H -2.55 19.99 10.80 0.016
O -1.02 19.67 13.45 -0.093
H -1.30 20.58 13.55 -0.032
H -1.27 19.25 14.28 -0.022
O -3.88 20.64 13.11 -0.107
H -3.44 20.89 13.92 -0.010
H -4.77 20.42 13.38 0.022
O -1.71 18.69 15.80 -0.270
H -2.02 18.72 16.71 -0.026
H -2.30 18.06 15.38 0.007
```

E_LUMO (alpha / beta) = 2.561 / 2.438 eV
Multiplicity = 2
Total charge = -1
Energy relative to the best compared isomer or geometry (same formula, charge and spin) = 29.0 kcal/mol


Record 2
Entry from OMol25: C2H6N4 in the gas phase at a distorted geometry (ωB97M-V/def2-TZVPD).

Geometry as XYZ:
```
12
Properties=species:S:1:pos:R:3:lowdin_charge:R:1
C -0.37 0.56 -0.96 -0.264
C 0.78 -1.01 0.78 -0.216
H -0.38 1.76 1.34 0.082
H -1.63 0.68 1.57 0.128
H -0.88 1.53 -0.91 0.121
H -0.36 0.43 -2.76 0.068
H 0.81 -0.99 1.90 0.111
H 1.38 -1.74 -0.93 0.050
N -0.56 0.76 1.43 -0.019
N -0.21 0.05 0.36 -0.217
N -0.05 -0.15 -1.94 0.084
N 1.47 -1.86 0.13 0.073
```

E_LUMO = 0.648 eV
Structure (SMILES) = [H]/N=C\N(N)/C=N/[H]
Total charge = 0
Energy relative to the best compared isomer or geometry (same formula, charge and spin) = 56.7 kcal/mol


Record 3
Entry from OMol25: 7 unconnected molecules or ions with the total composition C12H39O7 at a distorted geometry (ωB97M-V/def2-TZVPD).

Geometry as XYZ:
```
58
Properties=species:S:1:pos:R:3:lowdin_charge:R:1
O -34.38 -34.50 -2.55 0.250
H -35.08 -35.19 -2.76 0.126
H -34.38 -33.79 -3.19 0.087
H -34.71 -34.10 -1.78 0.055
C -37.26 -36.31 0.66 -0.091
C -35.90 -36.52 0.05 -0.222
O -36.01 -36.38 -1.43 -0.157
H -37.35 -36.28 1.67 0.027
H -38.06 -37.14 0.35 0.117
H -37.84 -35.40 0.10 0.123
H -35.47 -37.33 0.26 0.029
H -35.29 -35.53 0.46 0.144
H -36.51 -37.15 -1.85 0.125
C -34.74 -30.69 -3.13 -0.070
C -34.20 -31.35 -4.38 -0.247
O -34.74 -32.68 -4.67 -0.006
H -33.99 -31.12 -2.32 0.102
H -35.92 -30.51 -3.01 0.138
H -34.37 -29.74 -3.37 0.045
H -33.24 -31.27 -4.10 0.063
H -34.25 -30.60 -5.03 0.072
H -35.19 -32.66 -5.40 0.005
C -34.06 -32.35 0.51 -0.040
C -35.51 -32.87 0.56 -0.344
O -35.90 -33.17 -0.68 -0.100
H -34.12 -31.44 -0.12 0.065
H -33.17 -32.96 -0.03 0.126
H -33.80 -31.94 1.42 0.040
H -36.01 -32.13 0.85 0.051
H -35.69 -33.90 1.13 0.139
H -36.90 -33.16 -0.59 0.155
C -31.59 -34.39 -4.83 -0.062
C -30.75 -33.80 -3.64 -0.194
O -31.63 -33.15 -2.62 -0.101
H -32.45 -34.94 -4.48 0.039
H -31.10 -35.11 -5.41 0.067
H -32.17 -33.61 -5.29 0.059
H -30.17 -33.11 -4.31 0.131
H -30.17 -34.48 -3.35 0.019
H -31.08 -32.58 -2.06 0.088
C -32.38 -37.51 -1.60 -0.037
C -31.58 -36.89 -0.39 -0.308
O -32.24 -37.25 0.80 -0.091
H -33.37 -37.15 -1.55 0.030
H -32.33 -38.59 -1.59 0.079
H -31.96 -37.02 -2.40 0.032
H -31.27 -35.90 -0.65 0.082
H -30.53 -37.36 -0.13 0.140
H -32.08 -36.55 1.46 0.094
C -37.93 -35.14 -4.05 -0.093
C -36.96 -35.78 -5.11 -0.333
O -35.71 -35.83 -4.48 -0.143
H -38.97 -34.98 -4.49 0.094
H -37.49 -34.12 -3.83 0.067
H -37.93 -35.81 -3.02 0.117
H -36.92 -35.28 -6.12 0.123
H -37.51 -36.79 -5.36 0.134
H -34.92 -36.10 -5.09 0.160
```

E_LUMO = -2.122 eV
Total charge = +1
Energy relative to the best compared isomer or geometry (same formula, charge and spin) = 191.4 kcal/mol


Record 4
Entry from OMol25: a molecular structure, Cs3O4S at a distorted geometry (ωB97M-V/def2-TZVPD).

Geometry as XYZ:
```
8
Properties=species:S:1:pos:R:3:lowdin_charge:R:1
Cs 2.11 0.68 -2.74 1.118
Cs -3.01 0.78 2.04 1.046
Cs -2.05 -1.82 -1.51 1.052
S 0.63 0.04 0.41 -0.082
O 1.33 -0.80 -0.51 -0.589
O 1.04 1.32 0.33 -0.365
O -0.83 0.13 0.16 -0.801
O 0.78 -0.33 1.81 -0.379
```

E_LUMO = -3.562 eV
Total charge = +1


Record 5
Entry from OMol25: 2 unconnected molecules or ions with the total composition C6H7NO2 at a distorted geometry (ωB97M-V/def2-TZVPD).

Geometry as XYZ:
```
16
Properties=species:S:1:pos:R:3:lowdin_charge:R:1
C -0.67 -0.20 0.61 -0.462
C 0.83 -0.78 -2.74 0.020
C -1.80 2.20 0.53 0.025
C -1.05 1.15 0.65 0.034
C 1.73 -0.57 -1.77 -0.135
C -0.34 -0.66 2.05 -0.021
N 2.57 -0.78 -0.97 -0.089
O -0.52 -0.94 -0.38 0.033
O 3.43 -0.64 -0.14 0.022
H 0.81 -1.73 -3.32 0.078
H 0.06 0.00 -3.02 0.079
H -1.26 3.20 0.67 0.100
H -2.82 2.09 0.74 0.053
H -0.11 -1.84 2.03 0.140
H -1.25 -0.45 2.56 0.060
H 0.40 -0.06 2.51 0.063
```

E_LUMO (alpha / beta) = -0.490 / -1.468 eV
Total charge = 0
Energy relative to the best compared isomer or geometry (same formula, charge and spin) = 180.1 kcal/mol


Record 6
Entry from OMol25: C5H10O2 in the gas phase (ωB97M-V/def2-TZVPD).

Geometry as XYZ:
```
17
Properties=species:S:1:pos:R:3:lowdin_charge:R:1
C 1.05 1.82 -1.08 -0.058
C 0.52 0.43 -0.74 -0.460
O 1.67 -0.38 -0.59 -0.045
C -0.42 0.42 0.49 -0.143
C -1.37 -0.80 0.58 -0.147
C -0.71 -2.02 1.16 -0.225
O 0.49 -2.20 1.16 0.043
H 0.25 2.54 -1.27 0.077
H 1.68 2.19 -0.26 0.086
H 1.68 1.75 -1.98 0.081
H -0.07 0.07 -1.60 0.136
H 1.44 -1.16 -0.06 0.050
H 0.19 0.49 1.40 0.128
H -1.03 1.33 0.45 0.114
H -1.73 -1.06 -0.44 0.126
H -2.30 -0.63 1.14 0.114
H -1.35 -2.78 1.64 0.124
```

E_LUMO = 0.809 eV
Structure (SMILES) = C[C@@H](O)CCC=O
Total charge = 0
Energy relative to the best compared isomer or geometry (same formula, charge and spin) = 29.1 kcal/mol


Going through the records in order, we get energy values of -687.9100 -298.7585 -1006.7059 -759.4130 -437.7807 -346.9790 Ha.